{"formula": "C11H21CoN10O", "method": "the ωB97M-V functional and the def2-TZVPD basis", "s_squared": 1.064, "homo_lumo_gap_ev": [8.52, 9.00], "multiplicity": 2, "energy_ha": -2436.5588, "charge": 3, "fmax_ev_per_a": 0.6, "elements": ["Co", "N", "C", "N", "C", "N", "N", "C", "N", "C", "C", "C", "C", "C", "N", "H", "H", "H", "H", "H", "H", "H", "H", "N", "C", "N", "O", "H", "H", "H", "H", "N", "C", "C", "N", "H", "H", "H", "H", "H", "H", "H", "H", "H"], "positions_angstrom": [[-0.162, 0.153, -0.248], [2.593, -1.303, -1.363], [2.814, -0.194, -0.602], [4.040, 0.071, -0.226], [4.207, 1.222, 0.451], [5.409, 1.521, 0.891], [3.211, 2.133, 0.696], [2.034, 1.744, 0.332], [1.728, 0.559, -0.273], [0.855, 2.614, 0.568], [0.961, 3.950, 0.878], [-0.210, 4.674, 1.065], [-1.430, 4.026, 0.957], [-1.449, 2.678, 0.645], [-0.327, 1.979, 0.442], [3.438, -1.761, -1.677], [1.876, -1.225, -2.068], [6.181, 0.896, 0.717], [5.568, 2.389, 1.377], [1.939, 4.399, 0.971], [-0.168, 5.730, 1.297], [-2.360, 4.552, 1.114], [-2.383, 2.137, 0.568], [-2.859, 1.068, -3.002], [-2.814, 0.580, -1.768], [-3.905, 0.621, -0.999], [-1.730, 0.065, -1.340], [-3.702, 1.439, -3.413], [-2.037, 1.015, -3.580], [-4.787, 0.973, -1.334], [-3.882, 0.210, -0.083], [-1.862, -5.140, 1.175], [-0.722, -4.281, 0.674], [-1.103, -2.799, 0.629], [0.005, -1.981, 0.098], [-1.602, -6.133, 1.155], [-2.706, -5.045, 0.604], [-2.116, -4.923, 2.144], [-0.456, -4.663, -0.311], [0.112, -4.461, 1.351], [-1.336, -2.439, 1.633], [-1.980, -2.637, 0.001], [0.279, -2.323, -0.820], [0.839, -2.087, 0.673]], "forces_ev_per_angstrom": [[-0.2199, -0.0425, 0.4288], [-0.0559, -0.1191, 0.1523], [0.0783, -0.0478, -0.1476], [-0.2289, 0.1505, -0.0144], [0.2297, 0.1426, 0.1254], [-0.0586, -0.0264, -0.0087], [-0.0053, -0.2573, -0.1879], [-0.1666, 0.1305, 0.0288], [0.0744, 0.0000, 0.2804], [0.1133, -0.1661, 0.0618], [0.0087, -0.0023, 0.0994], [-0.0151, 0.0501, 0.0037], [0.0120, -0.0167, 0.0534], [0.0158, -0.0930, 0.0623], [0.1370, 0.3088, -0.5363], [0.0145, 0.0144, -0.0249], [0.0786, 0.0758, -0.0954], [0.0067, 0.0067, -0.0029], [0.0050, 0.0019, -0.0040], [-0.0043, 0.0070, -0.0064], [-0.0007, -0.0027, 0.0067], [0.0000, 0.0025, -0.0012], [0.0148, 0.0354, -0.0735], [-0.0690, 0.0285, -0.0308], [0.3253, 0.0279, -0.1270], [-0.0797, 0.0359, 0.0431], [-0.2947, -0.2463, 0.2553], [-0.0001, -0.0088, 0.0024], [0.0045, 0.0097, 0.0060], [0.0022, -0.0031, -0.0075], [-0.0084, -0.0336, -0.0058], [0.0214, -0.0080, 0.0111], [-0.0623, -0.0908, 0.0475], [0.0400, 0.1223, 0.0748], [0.0884, 0.1130, -0.4424], [0.0120, 0.0095, 0.0023], [0.0116, 0.0007, -0.0122], [0.0029, 0.0113, -0.0059], [-0.0265, 0.0164, -0.0166], [0.0205, 0.0172, -0.0150], [-0.0399, -0.0066, -0.0069], [0.0159, -0.0133, -0.0359], [0.0093, -0.1269, 0.0624], [-0.0067, -0.0074, 0.0011]]}

{"formula": "CClNS", "method": "the ωB97M-V functional and the def2-TZVPD basis", "homo_lumo_gap_ev": 9.33, "multiplicity": 1, "energy_ha": -951.1865, "charge": 0, "fmax_ev_per_a": 4.0, "elements": ["C", "N", "S", "Cl"], "positions_angstrom": [[-0.878, -0.123, 0.059], [-1.864, 0.458, -0.035], [0.835, -1.038, -0.006], [1.907, 0.703, -0.018]], "forces_ev_per_angstrom": [[3.1433, -1.9286, -0.3817], [-0.0791, -0.0094, 0.1619], [-3.0278, 2.5305, 0.2271], [-0.0364, -0.5924, -0.0073]]}

{"formula": "C9H28BrN6O5", "method": "the ωB97M-V functional and the def2-TZVPD basis", "homo_lumo_gap_ev": 8.79, "multiplicity": 1, "energy_ha": -3638.7116, "charge": -1, "fmax_ev_per_a": 3.4, "elements": ["Br", "C", "O", "N", "N", "H", "H", "H", "H", "C", "O", "N", "N", "H", "H", "H", "H", "C", "O", "N", "N", "H", "H", "H", "H", "C", "C", "C", "O", "H", "H", "H", "H", "H", "H", "H", "H", "C", "C", "C", "O", "H", "H", "H", "H", "H", "H", "H", "H"], "positions_angstrom": [[-0.579, 0.801, -0.335], [0.292, -2.437, 3.081], [1.043, -2.900, 3.947], [0.730, -1.721, 2.007], [-1.056, -2.640, 3.093], [0.093, -1.169, 1.459], [1.735, -1.684, 1.973], [-1.622, -2.456, 2.275], [-1.507, -3.121, 3.847], [1.787, 4.376, -0.158], [2.480, 5.294, 0.308], [2.006, 3.942, -1.436], [0.805, 3.736, 0.513], [1.927, 2.971, -1.686], [2.399, 4.585, -2.092], [0.281, 4.240, 1.207], [0.395, 2.938, 0.038], [-2.481, 4.222, 1.787], [-1.759, 3.636, 2.603], [-2.765, 3.806, 0.530], [-2.832, 5.529, 2.034], [-2.416, 2.886, 0.286], [-2.880, 4.493, -0.187], [-2.712, 6.023, 2.893], [-3.575, 5.888, 1.452], [2.082, -2.089, -1.485], [3.075, -0.970, -1.237], [3.305, 0.012, -2.369], [2.755, -0.242, -0.036], [2.422, -2.681, -2.339], [1.072, -1.708, -1.642], [1.999, -2.773, -0.640], [4.029, -1.438, -0.966], [2.358, 0.400, -2.747], [3.839, -0.510, -3.171], [3.998, 0.770, -2.009], [1.878, 0.157, -0.210], [-2.359, -4.484, -0.236], [-1.510, -3.265, -0.514], [-1.636, -2.894, -2.012], [-2.138, -2.151, 0.137], [-2.390, -4.793, 0.809], [-2.075, -5.293, -0.912], [-3.398, -4.263, -0.500], [-0.480, -3.359, -0.158], [-1.147, -1.926, -2.115], [-2.667, -2.827, -2.350], [-1.115, -3.599, -2.673], [-1.685, -1.310, -0.066]], "forces_ev_per_angstrom": [[-0.0697, -0.2197, -0.2387], [0.1613, -0.4996, 0.3901], [-0.3789, 0.3249, -0.5101], [0.2045, -0.9021, 0.7862], [-0.7711, 0.0780, -0.2090], [0.3911, 0.3202, -0.2150], [-0.1255, 0.6801, -0.5002], [0.1438, 0.1515, -0.0573], [0.3792, -0.0593, 0.1669], [1.1530, 1.3948, 1.0237], [-1.1552, -0.2839, -0.4173], [-0.0923, -0.6688, -0.8365], [0.1850, -0.2512, -0.5059], [-0.3152, 0.0810, -0.0731], [0.5117, -0.0825, 0.1904], [0.2131, -0.3183, 0.3866], [-0.4407, 0.2252, 0.4382], [2.7945, 0.6158, 1.7732], [-1.3249, -0.1067, -0.9134], [-0.5119, -0.8703, 0.1707], [-1.4100, 0.6532, -1.2729], [0.1587, 0.0960, -0.1432], [-0.0018, 0.0004, -0.2196], [0.3254, -0.5823, 0.3988], [0.0856, 0.1456, 0.1823], [-0.0684, -0.1208, -0.2233], [0.4202, 0.1026, 1.4241], [0.3890, -0.8859, -0.2164], [-0.5954, -0.0952, -0.6057], [-0.2478, 0.0439, -0.1320], [0.0215, 0.1421, -0.2886], [0.2670, 0.1490, 0.1616], [0.0595, 0.0363, -0.2672], [0.0882, 0.2563, 0.0306], [-0.2511, 0.0699, -0.2049], [-0.3175, 0.3223, -0.0108], [0.1537, -0.0166, 0.4226], [-0.4397, -0.0589, -0.0450], [-1.4115, 1.1110, -1.0616], [1.3979, -0.4699, 0.1278], [-0.0687, -0.2991, 1.0781], [0.3807, -0.1210, -0.0426], [0.2512, -0.1993, 0.3295], [0.0534, 0.2355, -0.0168], [0.0334, -0.1465, -0.2417], [-0.1426, 0.1022, -0.3056], [-0.1425, 0.0421, 0.3308], [-0.0042, 0.0048, 0.1054], [0.0641, -0.1273, -0.1432]]}

{"formula": "C25H43Cl3N5O4SiTm", "method": "the ωB97M-V functional and the def2-TZVPD basis", "s_squared": 2.031, "homo_lumo_gap_ev": [5.33, 2.98], "multiplicity": 3, "energy_ha": -4308.5391, "charge": 0, "fmax_ev_per_a": 3.7, "elements": ["C", "C", "H", "H", "H", "C", "C", "H", "H", "H", "H", "Tm", "Cl", "Cl", "C", "O", "N", "C", "C", "H", "H", "H", "H", "H", "H", "H", "H", "H", "C", "C", "N", "H", "C", "O", "H", "H", "H", "H", "O", "C", "C", "C", "H", "C", "H", "C", "H", "C", "C", "H", "H", "H", "Si", "Cl", "C", "C", "C", "H", "H", "H", "H", "H", "H", "H", "H", "H", "C", "N", "C", "C", "C", "N", "C", "O", "N", "H", "H", "H", "H", "H", "H", "H"], "positions_angstrom": [[-3.101, -1.881, -3.368], [-2.627, -2.609, -2.139], [-3.675, -2.584, -3.994], [-2.293, -1.431, -3.991], [-3.746, -1.043, -3.046], [-2.502, -3.949, -2.091], [-2.694, -4.807, -3.286], [-2.176, -4.425, -1.166], [-2.188, -4.428, -4.190], [-3.766, -4.906, -3.504], [-2.282, -5.789, -3.044], [0.352, 1.646, 0.654], [-2.113, 1.269, 1.341], [1.805, 2.925, -1.226], [-0.102, -0.249, 3.297], [0.695, -0.105, 2.328], [0.195, -0.932, 4.398], [1.480, -1.637, 4.476], [-0.763, -1.001, 5.530], [-1.104, 0.226, 3.262], [2.298, -0.978, 4.168], [1.485, -2.513, 3.815], [1.661, -1.973, 5.500], [-1.589, -0.272, 5.367], [-0.231, -0.714, 6.458], [-1.205, -2.027, 5.610], [1.076, -1.178, -3.255], [1.274, -3.882, -2.064], [2.081, -1.198, -2.806], [2.209, -3.421, -1.698], [2.090, -1.966, -1.556], [2.405, -0.179, -2.582], [2.039, -1.346, -0.361], [1.895, -0.100, -0.214], [2.480, -3.874, -0.736], [2.152, -2.026, 0.515], [2.776, -1.692, -3.500], [2.995, -3.630, -2.439], [-0.935, -1.563, -1.759], [-2.071, -1.702, -1.036], [-0.747, -3.101, 0.560], [-1.853, -2.266, 0.374], [0.015, -3.139, -0.227], [-0.627, -3.806, 1.757], [-2.750, -0.846, -0.911], [-2.628, -1.863, 1.477], [0.218, -4.510, 1.872], [-1.557, -3.577, 2.794], [-2.500, -2.532, 2.704], [-3.281, -0.981, 1.414], [-1.527, -4.182, 3.710], [-3.122, -2.223, 3.570], [-0.798, 2.567, -3.164], [-0.903, 1.114, -1.451], [0.607, 2.382, -4.378], [-0.863, 4.143, -2.165], [-2.296, 2.129, -4.240], [1.338, 1.598, -4.180], [1.147, 3.331, -4.431], [0.149, 2.207, -5.359], [-2.009, 1.364, -4.984], [-2.647, 3.010, -4.829], [-3.158, 1.721, -3.690], [-0.339, 4.141, -1.200], [-1.909, 4.385, -1.959], [-0.426, 4.942, -2.762], [1.033, 6.236, 1.818], [1.769, 4.999, 2.065], [3.066, 4.999, 2.483], [3.774, 3.825, 2.567], [3.110, 2.614, 2.187], [1.778, 2.658, 2.027], [1.149, 3.839, 1.780], [0.009, 3.804, 1.193], [3.689, 1.418, 1.924], [1.070, 6.509, 0.759], [1.543, 6.988, 2.427], [-0.020, 6.125, 2.079], [3.462, 6.018, 2.665], [4.838, 3.838, 2.785], [4.693, 1.325, 1.973], [3.231, 0.740, 1.296]], "forces_ev_per_angstrom": [[-0.2042, 0.2271, -0.2351], [0.1800, -0.4015, 0.0765], [0.0794, 0.5010, 0.1352], [-0.3975, -0.4490, 0.5738], [0.1286, -0.3440, -0.2883], [0.4305, 0.8632, 0.1569], [-0.1791, -0.5829, -0.0970], [-0.0226, 0.1672, -0.1668], [-0.2069, -0.0408, 0.4015], [0.1891, -0.1993, -0.1554], [-0.2148, -0.0584, -0.3354], [-0.3951, -2.1524, -0.3389], [-0.9866, 0.1705, 0.6279], [1.0854, 0.1865, -0.2112], [0.7144, 0.6041, -1.4971], [-1.1444, -0.6158, 1.7479], [-0.0885, -0.2187, 0.7694], [-0.1706, 0.0259, 0.0216], [0.0860, -0.0712, -0.4734], [0.4300, -0.2047, 0.0370], [-0.2116, -0.0262, 0.0189], [-0.0807, 0.1489, 0.0798], [-0.1459, 0.1092, -0.1178], [0.6530, -0.5572, -0.0104], [-0.3542, -0.3112, -0.4132], [0.4329, 0.8035, 0.0664], [0.2688, 0.0026, 0.2467], [0.2299, 0.3221, 0.1699], [-0.1729, -0.0863, 0.1492], [-0.0159, 0.2774, 0.0785], [0.1720, 0.0032, 0.1926], [-0.1101, -0.0759, -0.0860], [-0.2688, 1.4894, -0.1097], [0.6607, -2.5647, -0.2810], [-0.0868, 0.1213, -0.2500], [-0.1411, 0.3209, -0.4009], [-0.1479, 0.2553, 0.1613], [-0.1600, -0.0284, 0.3200], [0.6228, 0.2163, -0.1230], [-0.9266, -0.3657, 1.2722], [-0.3384, -0.0479, 0.3759], [0.3693, 0.3453, -0.3370], [-0.5813, -0.3377, 0.2607], [0.0325, 0.0762, 0.3641], [0.4247, 0.3765, -0.4432], [-0.1627, -0.3120, 0.0164], [-0.6862, 0.3680, 0.1303], [0.1039, 0.1198, 0.2259], [0.3765, -0.2396, -0.4542], [0.1627, -0.6834, -0.2355], [0.1747, 0.3017, -0.3779], [0.4928, -0.3936, -0.6924], [0.1015, -0.7704, 1.2429], [-0.9424, 0.5018, -3.5285], [0.1013, 0.1566, -0.1345], [-0.5526, 0.2638, -0.1122], [-0.4773, 0.1469, -0.1159], [-0.1228, 0.0646, 0.1471], [0.0810, -0.0994, 0.1050], [0.1537, -0.0537, 0.0894], [0.0186, 0.2537, 0.3515], [0.2649, -0.4856, 0.4635], [0.2585, 0.2919, -0.0516], [-0.1632, -0.3451, -0.5702], [-0.1128, 0.1064, -0.1247], [-0.0155, 0.2241, -0.0882], [0.3867, 0.3221, -0.0856], [0.0302, 0.8101, 0.2383], [0.2201, -0.2579, -0.0630], [0.4158, 0.4839, -0.1168], [-1.2376, 0.1217, -0.3343], [1.8477, 0.8737, 0.5108], [-2.0874, -1.1106, -1.3594], [2.1489, 1.4497, 2.1354], [0.4411, 0.0802, 0.1354], [0.1181, -0.0973, 0.1473], [-0.4146, 0.1573, -0.1719], [0.2478, -0.0866, 0.1971], [-0.0036, -1.0027, -0.0095], [-0.2361, 0.0687, 0.0364], [-0.1705, 0.2548, 0.0191], [-0.1985, 0.6422, 0.5013]]}